1.
ORCA calculation (the ωB97M-V functional and the def2-TZVPD basis) on 2 unconnected molecules or ions with the total composition C4H7N2OS in a non-equilibrium geometry.

Computed properties:
LUMO energy ... -4.22 eV
Calculated total energy ... -739.210909 hartree
HOMO energy ... -13.4 eV

Geometry as ORCA input:
```
! wB97M-V def2-TZVPD RIJCOSX def2/J DEFGRID3
* xyz 1 1
C 0.53866 0.86915 1.06026
C -1.69929 -2.35006 -2.70123
C 1.15041 -1.26946 0.38337
C 0.85027 2.31472 1.10895
N -0.42546 0.11408 1.53807
N 1.45694 0.05965 0.55590
O -1.25987 -1.85786 -1.68961
S -0.25481 -1.57497 1.07564
H -1.43244 -1.91191 -3.65792
H -2.36995 -3.20915 -2.86707
H -0.08085 2.79548 0.70473
H 1.68079 2.47308 0.50252
H 0.87700 2.63730 2.16168
H -1.29868 0.45727 1.74226
H 2.26730 0.45266 0.08246
*
```


2.
ORCA calculation (the ωB97M-V functional and the def2-TZVPD basis) on a molecular structure, C13H24Cl2NO4P2Tc in a non-equilibrium geometry.

Computed properties:
LUMO energy (spin up / spin down) ... -11.51 / -15.18 eV
<S²> ... 3.785
Calculated total energy ... -2548.148799 hartree
HOMO energy (spin up / spin down) ... -18.4 / -18.4 eV

Geometry as ORCA input:
```
! wB97M-V def2-TZVPD RIJCOSX def2/J DEFGRID3
* xyz 3 4
Tc 0.00804 0.85451 0.30726
P -1.96621 0.25178 -0.52148
C -2.28213 1.01806 -2.20659
C -0.86716 1.33866 -2.77861
N 0.18938 1.36160 -1.88600
C 1.46377 1.59548 -2.33785
C 1.68121 2.27531 -3.54556
C 0.56636 2.55580 -4.33256
C -0.69665 2.02570 -3.99708
C 2.61466 1.11161 -1.44026
P 1.93095 -0.27079 -0.34577
H -1.61446 2.14460 -4.59599
H 2.70999 2.58608 -3.76510
H 0.68773 3.05879 -5.29156
H 3.45676 0.75800 -2.06500
H 3.01747 1.96765 -0.85777
H -2.97498 0.39396 -2.81993
H -2.92154 1.91861 -1.98131
H -0.94303 -2.54308 -4.58848
O -1.54951 -2.83736 -5.33107
H -2.41474 -2.77098 -4.76428
H 0.16756 -3.54384 -0.18829
O -0.50048 -4.20496 -0.43198
H 0.05915 -5.01250 -0.49771
C 2.44904 -1.68857 -1.45990
H 3.35187 -1.38201 -2.03292
H 2.70155 -2.56818 -0.83922
H 1.63887 -1.98870 -2.15018
C 3.30958 -0.43522 0.85740
H 3.16970 -1.39005 1.37484
H 4.30709 -0.44637 0.39426
H 3.29011 0.35827 1.61255
C -3.13626 1.57193 0.13344
H -3.98997 1.54911 -0.57341
H -3.49642 1.41077 1.15491
H -2.66249 2.57008 0.10417
C -3.05142 -1.23748 -0.39214
H -3.42429 -1.41150 0.63526
H -3.91351 -1.03758 -1.05592
H -2.46857 -2.11590 -0.71729
Cl -0.94402 -0.45960 2.09593
C -0.04529 0.73562 3.32300
Cl 1.41255 -0.06236 3.79321
C 0.11349 2.20191 2.81722
O -0.02411 3.05924 3.68094
O 0.36865 2.46178 1.52173
H -0.72908 0.76352 4.17069
*
```


3.
ORCA calculation (the ωB97M-V functional and the def2-TZVPD basis) on a single C6H9N3O2 molecule in a non-equilibrium geometry.

Computed properties:
SMILES ... C=CC1(C)NC(=O)NC(=O)N1
LUMO energy ... 0.60 eV
Calculated total energy ... -548.774146 hartree
HOMO energy ... -9.7 eV

Geometry as ORCA input:
```
! wB97M-V def2-TZVPD RIJCOSX def2/J DEFGRID3
* xyz 0 1
C 1.63836 1.25783 0.15123
C 1.89455 -1.18536 -0.16044
C -1.60831 0.93740 -1.58660
C -1.42467 -0.22627 -0.95700
C -0.38047 -0.25148 0.33962
C -1.26108 -0.52381 1.56914
N 2.31098 0.18881 -0.47310
N 0.28557 1.00160 0.46874
N 0.59293 -1.32682 0.07237
O 2.15651 2.34372 0.22918
O 2.58152 -2.15280 -0.36941
H -2.19038 0.92529 -2.50201
H -1.29636 1.93440 -1.24525
H -2.20995 -1.07198 -0.99198
H -0.76108 -0.39515 2.49091
H -1.65300 -1.46208 1.34937
H -1.96404 0.23754 1.53564
H 3.22102 0.45965 -0.82213
H -0.23271 1.62834 1.00340
H 0.30060 -2.31883 -0.10168
*
```


4.
ORCA calculation (the ωB97M-V functional and the def2-TZVPD basis) on 15 unconnected molecules or ions with the total composition C16H62N8O15 in a non-equilibrium geometry.

Computed properties:
LUMO energy ... -0.21 eV
Calculated total energy ... -2213.208992 hartree
HOMO energy ... -8.7 eV

Geometry as ORCA input:
```
! wB97M-V def2-TZVPD RIJCOSX def2/J DEFGRID3
* xyz 0 1
C -14.26000 8.07400 13.41200
C -13.70800 7.41100 12.18700
O -12.41200 7.92500 11.94000
H -15.07300 7.60500 13.85400
H -14.61500 9.01000 13.13600
H -13.53100 8.29600 14.21300
H -14.26000 7.69100 11.31900
H -13.71400 6.37700 12.15700
H -12.15500 7.51600 11.13200
C -10.62200 11.06300 13.71600
O -9.68400 11.95900 13.99600
N -11.90000 11.24700 13.77700
N -10.36300 9.90400 13.24300
H -12.26200 12.14200 14.21000
H -12.45700 10.65500 13.21000
H -9.32700 9.67000 13.10700
H -11.00600 9.12800 12.97900
C -18.63400 8.35600 15.81900
O -19.13300 8.33000 17.12500
N -18.42700 7.24400 15.20400
N -18.34900 9.39200 15.07800
H -18.62300 6.38100 15.75400
H -18.05500 7.12300 14.25900
H -18.31700 10.22500 15.69000
H -17.73200 9.35700 14.31000
C -12.16300 13.89500 15.43800
O -12.50600 13.79200 16.74800
N -12.90400 13.49800 14.48800
N -11.03300 14.36400 15.02300
H -13.86400 13.16900 14.69000
H -12.58700 13.55800 13.51700
H -10.30300 14.70300 15.69900
H -10.61900 14.33200 14.11500
C -18.37100 12.65900 12.96300
O -17.44000 13.49800 12.41100
N -18.99900 11.84500 12.20300
N -18.68700 12.69600 14.16400
H -18.97600 12.13700 11.21900
H -19.84700 11.29700 12.55200
H -18.60100 13.69500 14.51600
H -19.39700 12.09800 14.61900
C -17.27600 14.86500 17.51400
O -18.61400 14.40800 17.45300
H -17.18200 15.92900 17.25500
H -16.81300 14.32900 16.68300
H -16.73600 14.59700 18.42000
H -19.10400 15.01200 18.06200
C -14.11300 12.72700 11.63800
O -12.77500 13.23800 11.72800
H -14.52700 12.41700 10.66700
H -14.72000 13.46500 12.13000
H -14.20400 11.87800 12.28800
H -12.16400 12.69900 11.21300
C -14.35300 16.25200 16.19000
O -13.86500 15.96700 17.43100
H -14.39600 15.29500 15.66500
H -13.70000 16.88800 15.65600
H -15.33800 16.74200 16.14300
H -13.18000 15.33600 17.34100
C -14.46700 12.81400 18.75400
O -15.41500 12.63800 19.72100
H -14.55800 11.97400 18.07500
H -13.39900 12.73000 19.11400
H -14.66600 13.67900 18.17500
H -15.32000 11.68100 19.82600
C -17.00300 9.40800 11.43900
O -17.13100 9.90500 12.71500
H -16.37100 8.62800 11.55600
H -16.68700 10.06000 10.66900
H -17.88600 8.98200 11.02500
H -17.89000 10.53000 12.66500
C -15.18100 8.44400 16.59200
O -14.59100 9.43900 17.38600
H -14.38600 7.79900 16.28000
H -15.88000 8.75700 15.76800
H -15.69300 7.82000 17.28000
H -13.75700 9.71700 17.00800
C -15.16000 11.59000 15.07300
O -15.84500 12.83500 14.97000
H -15.00800 11.24500 14.01400
H -15.77300 10.86200 15.59600
H -14.22100 11.74700 15.52100
H -16.82200 12.67600 14.88200
C -11.49600 10.38300 17.22300
O -12.15500 9.91800 16.01600
H -11.68500 11.50500 17.25700
H -10.42200 10.14200 17.29000
H -12.04700 9.92300 18.07700
H -11.94700 10.54200 15.26300
C -17.61700 11.21600 17.90700
O -18.65400 11.51100 16.99800
H -17.83200 11.56500 18.89400
H -16.81400 11.82500 17.52600
H -17.27200 10.18200 17.82700
H -18.83200 12.43700 17.03100
C -16.55000 16.76400 12.61000
O -16.44200 15.89300 13.76200
H -17.15600 16.38400 11.72600
H -15.51000 16.80800 12.18700
H -16.81600 17.77300 12.97800
H -16.34000 14.94700 13.43600
*
```